{
  "formula": "C52H134BN12O21",
  "method": "wB97M-V/def2-TZVPD",
  "de_lowest_ev": 2.608,
  "e_lumo_ev": 1.587,
  "e_homo_ev": -7.5,
  "e_tot_ev": -117647.7849,
  "orbital_gap_ev": 9.09,
  "charge": -1,
  "elements": ["O", "C", "O", "B", "O", "C", "O", "O", "C", "O", "C", "O", "O", "C", "C", "C", "O", "C", "N", "H", "H", "H", "H", "H", "H", "H", "H", "H", "H", "H", "C", "C", "C", "O", "C", "N", "H", "H", "H", "H", "H", "H", "H", "H", "H", "H", "H", "C", "C", "C", "O", "C", "N", "H", "H", "H", "H", "H", "H", "H", "H", "H", "H", "H", "C", "C", "C", "O", "C", "N", "H", "H", "H", "H", "H", "H", "H", "H", "H", "H", "H", "C", "C", "C", "O", "C", "N", "H", "H", "H", "H", "H", "H", "H", "H", "H", "H", "H", "C", "C", "C", "O", "C", "N", "H", "H", "H", "H", "H", "H", "H", "H", "H", "H", "H", "C", "C", "C", "O", "C", "N", "H", "H", "H", "H", "H", "H", "H", "H", "H", "H", "H", "C", "C", "C", "O", "C", "N", "H", "H", "H", "H", "H", "H", "H", "H", "H", "H", "H", "C", "C", "C", "O", "C", "N", "H", "H", "H", "H", "H", "H", "H", "H", "H", "H", "H", "C", "C", "C", "O", "C", "N", "H", "H", "H", "H", "H", "H", "H", "H", "H", "H", "H", "C", "C", "C", "O", "C", "N", "H", "H", "H", "H", "H", "H", "H", "H", "H", "H", "H", "C", "C", "C", "O", "C", "N", "H", "H", "H", "H", "H", "H", "H", "H", "H", "H", "H", "O", "H", "H"],
  "coordinates": [[-3.08, -1.62, -2.02], [-2.08, -0.94, -2.04], [-1.97, 0.34, -1.81], [-0.58, 0.76, -2.02], [0.16, -0.46, -2.45], [-0.67, -1.44, -2.55], [-0.42, -2.60, -2.76], [0.18, 1.28, -0.87], [0.36, 2.58, -0.99], [0.89, 3.33, -0.19], [0.04, 2.91, -2.47], [-0.45, 1.85, -3.01], [0.26, 3.93, -3.10], [-8.85, 1.40, 3.55], [-8.45, 0.24, 4.39], [-7.22, -0.59, 3.97], [-6.16, 0.40, 3.75], [-4.87, -0.19, 3.61], [-8.41, 0.73, 5.78], [-8.91, 1.22, 2.48], [-8.08, 2.17, 3.54], [-9.73, 1.93, 3.91], [-9.34, -0.40, 4.40], [-7.38, -1.06, 3.00], [-6.94, -1.33, 4.72], [-4.70, -0.91, 4.41], [-4.06, 0.50, 3.84], [-4.62, -0.64, 2.65], [-7.91, -0.05, 6.19], [-7.66, 1.41, 5.83], [-10.47, -3.50, -2.35], [-9.04, -3.91, -2.13], [-8.80, -5.38, -2.33], [-9.60, -6.11, -1.44], [-9.40, -7.54, -1.58], [-8.23, -3.10, -2.99], [-10.48, -2.41, -2.23], [-11.15, -3.83, -1.58], [-10.66, -3.78, -3.39], [-8.71, -3.62, -1.13], [-7.75, -5.68, -2.34], [-9.15, -5.69, -3.31], [-9.42, -7.80, -2.64], [-10.15, -8.13, -1.06], [-8.48, -7.88, -1.11], [-7.32, -3.35, -2.63], [-8.23, -2.15, -2.64], [5.88, -5.17, 4.38], [6.85, -4.41, 3.37], [6.06, -3.48, 2.41], [5.17, -4.25, 1.55], [4.37, -3.44, 0.72], [7.75, -3.65, 4.17], [6.29, -6.01, 4.95], [5.04, -5.57, 3.81], [5.35, -4.59, 5.14], [7.46, -5.16, 2.87], [6.83, -2.98, 1.83], [5.55, -2.79, 3.08], [3.67, -4.02, 0.12], [5.05, -2.86, 0.09], [3.84, -2.67, 1.28], [8.49, -4.18, 4.60], [7.27, -3.15, 4.90], [-2.41, -6.32, 2.50], [-2.89, -7.77, 2.29], [-2.18, -8.79, 3.18], [-2.32, -10.16, 2.83], [-3.36, -10.92, 3.55], [-4.36, -7.83, 2.51], [-1.39, -6.04, 2.25], [-2.62, -6.12, 3.55], [-3.09, -5.70, 1.90], [-2.69, -8.19, 1.31], [-2.24, -8.58, 4.25], [-1.10, -8.63, 3.12], [-3.38, -11.96, 3.21], [-4.35, -10.52, 3.33], [-3.17, -10.99, 4.62], [-4.62, -8.67, 2.01], [-4.83, -7.10, 2.01], [-2.61, -8.85, -9.77], [-2.13, -7.41, -9.76], [-2.21, -6.76, -8.35], [-3.51, -6.30, -8.08], [-3.81, -5.97, -6.68], [-0.73, -7.46, -10.20], [-2.56, -9.35, -10.73], [-3.64, -8.98, -9.42], [-1.90, -9.41, -9.15], [-2.74, -6.79, -10.41], [-1.53, -5.92, -8.20], [-1.84, -7.44, -7.58], [-4.85, -5.68, -6.51], [-3.20, -5.15, -6.31], [-3.66, -6.87, -6.10], [-0.23, -8.10, -9.61], [-0.33, -6.57, -9.94], [7.30, 10.39, 2.97], [6.72, 9.09, 3.50], [6.43, 7.98, 2.42], [5.65, 8.63, 1.38], [5.51, 7.83, 0.26], [7.54, 8.54, 4.56], [7.82, 10.94, 3.75], [6.50, 11.02, 2.57], [8.08, 10.25, 2.22], [5.72, 9.33, 3.85], [5.82, 7.18, 2.83], [7.39, 7.60, 2.07], [4.96, 8.45, -0.44], [5.07, 6.85, 0.42], [6.41, 7.77, -0.35], [7.65, 9.23, 5.29], [6.98, 7.85, 5.03], [2.62, -9.41, -1.43], [2.58, -9.50, -2.92], [1.39, -10.28, -3.49], [1.30, -11.62, -3.07], [2.31, -12.53, -3.45], [2.60, -8.12, -3.46], [2.50, -10.38, -0.94], [1.75, -8.85, -1.08], [3.55, -8.95, -1.11], [3.45, -10.09, -3.23], [1.33, -10.37, -4.58], [0.50, -9.74, -3.18], [2.07, -13.54, -3.14], [3.17, -12.17, -2.89], [2.52, -12.62, -4.51], [1.75, -7.67, -3.15], [3.37, -7.70, -2.96], [-3.50, 5.95, 7.70], [-4.02, 5.44, 6.35], [-2.93, 5.57, 5.28], [-2.59, 6.99, 5.22], [-1.75, 7.35, 4.15], [-4.42, 4.03, 6.52], [-3.30, 7.00, 7.88], [-2.66, 5.35, 8.06], [-4.22, 5.69, 8.47], [-4.97, 5.96, 6.18], [-3.25, 5.21, 4.31], [-2.06, 4.95, 5.50], [-0.92, 6.66, 4.00], [-1.12, 8.23, 4.30], [-2.36, 7.50, 3.27], [-3.64, 3.50, 6.87], [-4.50, 3.62, 5.60], [5.24, 0.62, -3.44], [6.71, 0.36, -3.30], [7.47, -0.23, -4.54], [6.87, -1.45, -5.02], [7.11, -2.65, -4.27], [7.37, 1.66, -2.98], [4.90, 1.04, -2.50], [4.83, -0.34, -3.75], [5.08, 1.31, -4.26], [6.90, -0.32, -2.48], [8.52, -0.44, -4.30], [7.46, 0.51, -5.33], [8.08, -3.12, -4.09], [6.51, -3.34, -4.87], [6.70, -2.47, -3.28], [8.08, 1.43, -2.30], [6.69, 2.10, -2.38], [-5.41, 4.13, -0.46], [-6.31, 3.50, -1.50], [-5.89, 3.82, -2.94], [-5.92, 5.25, -3.15], [-5.28, 5.72, -4.36], [-6.27, 2.08, -1.28], [-5.38, 5.22, -0.42], [-4.36, 3.86, -0.59], [-5.75, 3.80, 0.52], [-7.31, 3.86, -1.30], [-6.58, 3.45, -3.69], [-4.88, 3.45, -3.14], [-5.56, 5.08, -5.20], [-4.21, 5.66, -4.14], [-5.44, 6.69, -4.84], [-6.43, 1.86, -0.31], [-5.29, 1.92, -1.47], [-0.65, 10.93, -1.67], [0.59, 11.79, -1.39], [1.12, 11.64, 0.03], [0.14, 12.28, 0.90], [0.55, 12.85, 2.16], [1.56, 11.59, -2.45], [-1.30, 11.18, -0.83], [-0.53, 9.85, -1.53], [-1.20, 11.17, -2.58], [0.35, 12.85, -1.39], [2.13, 11.97, 0.25], [1.17, 10.60, 0.34], [1.11, 12.21, 2.84], [-0.35, 13.07, 2.73], [1.05, 13.79, 1.97], [2.43, 12.08, -2.31], [1.96, 10.67, -2.29], [9.64, 3.08, 5.55], [9.44, 2.39, 4.21], [8.07, 2.64, 3.53], [7.04, 2.35, 4.57], [5.65, 2.24, 4.18], [10.47, 2.94, 3.32], [10.60, 2.79, 5.98], [8.88, 2.69, 6.23], [9.64, 4.17, 5.44], [9.54, 1.31, 4.35], [8.09, 1.95, 2.69], [7.97, 3.67, 3.19], [5.64, 1.74, 3.21], [5.20, 3.22, 4.11], [5.04, 1.56, 4.77], [10.38, 3.94, 3.44], [11.34, 2.79, 3.81], [3.75, 6.78, -5.67], [3.24, 7.48, -6.08], [3.10, 6.15, -5.36]],
  "mulliken_charge": [-0.66, 0.64, -0.40, 1.07, -0.48, 0.53, -0.66, -0.46, 0.56, -0.66, 0.71, -0.51, -0.69, -1.42, 0.49, -0.79, -0.19, -0.91, -0.77, 0.36, 0.27, 0.38, 0.27, 0.35, 0.43, 0.34, 0.25, 0.33, 0.27, 0.32, -1.39, 0.52, -0.70, -0.33, -0.70, -0.81, 0.38, 0.31, 0.33, 0.33, 0.39, 0.28, 0.31, 0.26, 0.25, 0.29, 0.27, -1.33, 0.25, -0.66, -0.27, -0.61, -0.64, 0.38, 0.32, 0.34, 0.36, 0.36, 0.26, 0.25, 0.19, 0.32, 0.25, 0.25, -1.31, 0.64, -0.97, -0.31, -0.66, -0.74, 0.37, 0.35, 0.32, 0.26, 0.38, 0.40, 0.26, 0.27, 0.27, 0.24, 0.24, -1.34, 0.39, -0.62, -0.35, -0.71, -0.74, 0.34, 0.33, 0.32, 0.28, 0.37, 0.31, 0.25, 0.30, 0.31, 0.28, 0.29, -1.26, 0.50, -0.76, -0.24, -0.80, -0.76, 0.40, 0.29, 0.29, 0.20, 0.36, 0.38, 0.25, 0.30, 0.32, 0.26, 0.26, -1.34, 0.42, -0.70, -0.36, -0.64, -0.71, 0.31, 0.34, 0.41, 0.22, 0.39, 0.31, 0.23, 0.26, 0.29, 0.30, 0.28, -1.39, 0.42, -0.56, -0.32, -0.76, -0.71, 0.31, 0.33, 0.42, 0.23, 0.40, 0.30, 0.30, 0.27, 0.28, 0.28, 0.21, -1.39, 0.57, -0.78, -0.35, -0.57, -0.75, 0.43, 0.34, 0.33, 0.26, 0.29, 0.37, 0.29, 0.23, 0.19, 0.27, 0.27, -1.30, 0.39, -0.63, -0.34, -0.72, -0.59, 0.32, 0.26, 0.38, 0.28, 0.35, 0.31, 0.28, 0.28, 0.28, 0.21, 0.25, -1.26, 0.49, -0.71, -0.32, -0.77, -0.73, 0.34, 0.33, 0.33, 0.22, 0.42, 0.29, 0.30, 0.24, 0.31, 0.27, 0.26, -1.38, 0.33, -0.47, -0.33, -0.69, -0.79, 0.44, 0.31, 0.34, 0.32, 0.34, 0.22, 0.29, 0.23, 0.25, 0.30, 0.29, -0.65, 0.32, 0.33]
}